# 1
This record from the OMol25 dataset describes a structure of composition C18H36B3F5N3O21Tl. The level of theory is ωB97M-V with the def2-TZVPD basis set.

Structure (XYZ):
```
87
Properties=species:S:1:pos:R:3:forces:R:3
Tl 1.8603 -1.3837 1.3017 -0.19 0.02 0.17
B 1.4886 -3.9260 -0.1550 -3.92 -1.21 4.24
H 2.3265 -3.5545 -0.7243 4.13 1.47 -4.46
H 1.8738 -3.9732 0.8518 1.71 -0.50 3.61
H 0.7732 -3.1183 -0.1388 -2.19 3.66 -1.06
H 1.2114 -4.8946 -0.5414 0.22 -3.68 -2.69
B 1.4075 0.8020 3.6396 -4.83 3.77 0.90
H 0.7117 0.4724 4.3955 -2.01 -2.04 2.40
H 2.1501 0.0273 3.5273 4.62 -3.86 -0.47
H 1.0001 0.9034 2.6456 -1.16 -0.37 -3.94
H 1.9613 1.6640 3.9781 3.47 2.46 1.27
B -0.1371 0.1927 -0.3051 1.33 0.07 -0.82
H 0.5899 -0.4062 -0.8314 3.03 -1.16 -2.99
H -0.8620 0.5980 -0.9938 -3.56 0.00 -3.04
H -0.7299 -0.3572 0.4093 -3.74 -0.89 3.52
H 0.4314 0.8902 0.2905 2.70 1.82 3.39
C 2.6740 4.3112 2.7798 1.93 0.27 -0.01
C 2.6060 3.3381 1.6031 0.04 1.32 2.06
O 3.7221 3.7622 0.8167 -1.27 -1.75 -0.23
C 3.9972 5.0424 1.0629 2.22 4.95 -1.80
O 4.7885 5.7525 0.3694 -3.73 -3.58 3.46
O 3.2307 5.4879 2.1279 0.50 -0.44 -0.85
F 1.3877 3.5461 1.0108 0.49 -0.56 -0.86
H 3.4650 4.0109 3.4671 0.13 -0.46 0.05
H 1.8289 4.4768 3.4480 -0.46 0.38 -0.97
H 2.7044 2.3208 1.9820 0.10 -0.10 -0.94
C 0.6776 -1.8754 -3.6742 -0.24 1.49 1.94
C 1.9775 -2.3090 -4.3493 -2.49 0.38 -0.56
O 1.5536 -3.4998 -4.9208 0.53 -0.93 -0.58
C 0.2454 -3.8213 -4.6269 -0.65 -4.67 -3.90
O -0.3212 -4.8200 -5.1025 2.14 3.38 2.11
O -0.2923 -2.8829 -3.9412 -0.93 2.20 1.46
F 2.9083 -2.5353 -3.4212 1.33 -0.35 1.05
H 0.3482 -0.8385 -3.7414 -0.52 -0.44 -1.76
H 0.7695 -1.7564 -2.5946 0.69 -1.19 0.53
H 2.3673 -1.6170 -5.0958 0.08 -0.19 0.01
C -0.1024 2.0183 -3.9701 -0.35 1.46 -1.90
C 0.7147 1.8257 -5.2354 0.40 1.18 1.27
O -0.1022 2.1837 -6.2934 1.11 0.21 -0.25
C -1.3930 2.1128 -5.9135 -2.91 -0.10 -3.19
O -2.3198 2.1833 -6.7380 3.15 -0.18 3.72
O -1.4330 1.9055 -4.5919 -0.40 0.18 1.93
F 0.9505 0.5241 -5.2324 0.86 -2.77 -1.26
H 0.1460 3.0179 -3.6135 -0.89 0.27 0.26
H 0.1416 1.3077 -3.1805 -0.59 -0.26 -0.39
H 1.6858 2.3207 -5.2453 -0.24 0.34 -0.37
C -1.8846 1.0306 3.6151 2.29 -1.58 0.37
C -1.3922 2.1622 4.4958 -2.48 -3.01 2.37
O -2.6169 2.3958 5.2154 1.00 0.33 1.97
C -3.6737 1.7781 4.6753 -3.47 1.49 0.53
O -4.8361 1.8618 5.0784 4.08 -0.72 -1.41
O -3.2304 1.2375 3.5234 -1.95 -0.89 -0.92
F -1.1701 3.2132 3.8299 1.29 4.21 -3.00
H -1.7035 0.0411 4.0350 0.04 -0.07 0.74
H -1.3111 0.9029 2.6971 -0.61 0.83 -0.65
H -0.5578 2.0366 5.1858 -0.28 -0.60 0.27
C -1.8836 -5.0742 4.0570 0.17 -1.77 1.46
C -3.1488 -4.7846 3.3394 -0.64 0.99 0.31
O -2.5891 -4.0106 2.2721 -1.62 -0.61 -0.55
C -1.5125 -3.4361 2.7423 1.84 2.89 -2.00
O -0.8918 -2.5854 2.1116 -0.30 -0.61 0.47
O -1.1549 -3.8635 3.9145 0.34 -0.44 0.95
F -3.9424 -3.9236 4.0868 0.48 -0.75 -0.58
H -1.3211 -5.8513 3.5396 -0.10 -0.17 -0.07
H -2.0001 -5.3924 5.0930 0.01 0.49 -0.01
H -3.7625 -5.6153 2.9911 0.23 0.20 -0.20
C -2.4202 -2.8808 -1.0900 0.31 1.47 0.46
N -2.9812 -2.8233 -2.4611 -0.63 1.14 -0.21
O -3.3885 -3.8810 -2.8543 -0.19 -0.23 -0.88
O -3.0793 -1.7227 -3.0408 0.56 -1.83 1.10
H -1.3882 -2.5336 -1.1407 0.18 -0.47 -0.14
H -2.5682 -3.8543 -0.6227 0.12 0.20 -0.41
H -2.9066 -2.0783 -0.5355 -0.30 -0.21 0.11
C -2.4743 2.5049 0.0120 -0.04 1.24 -0.73
N -3.5899 2.2675 0.9068 -3.04 -0.81 0.89
O -4.1194 1.1598 0.9448 1.15 0.30 -0.43
O -4.0581 3.2169 1.5117 0.91 0.01 -0.14
H -2.6513 3.5339 -0.3010 0.47 0.08 0.04
H -2.6008 1.9014 -0.8869 0.37 -0.41 0.42
H -1.5550 2.4574 0.5957 0.06 -0.25 -0.32
C 4.7128 1.9075 -1.6187 1.06 1.49 -0.04
N 3.4360 1.1739 -1.8600 2.02 -0.61 -2.98
O 2.9742 0.6363 -0.9002 -1.26 -0.60 1.68
O 3.0392 0.9924 -3.0168 0.19 0.81 1.55
H 4.5300 2.9812 -1.5760 -0.59 -0.05 0.52
H 5.4814 1.9215 -2.3915 -0.66 -1.02 -0.66
H 5.2070 1.5670 -0.7088 -0.66 -0.03 0.02
```
Forces are in eV/Å.

The value obtained for the LUMO energy (spin up / spin down) is -9.4134 / -9.6732 eV. As for the electronic energy: -86992.5732 eV. As for the expectation value of S²: 1.758. As for the multiplicity: 2. As for the net charge: +1.

# 2
This record from the OMol25 dataset describes the molecule C2H2OS2. The level of theory is ωB97M-V with the def2-TZVPD basis set.

Structure (XYZ):
```
7
Properties=species:S:1:pos:R:3:forces:R:3
O -0.2375 1.4744 0.0520 -1.21 1.77 -0.12
C -0.5955 0.2074 0.1272 1.51 1.91 -0.38
S -2.0652 -0.3824 -0.1182 -0.23 -0.25 0.11
C 0.6251 -0.5556 0.3517 -0.74 -2.96 0.23
S 2.1108 -0.2297 -0.1487 -0.02 0.09 0.28
H 0.7258 1.5803 0.1944 -0.30 -0.21 -0.23
H 0.2658 -1.4935 0.7876 1.00 -0.34 0.10
```
Forces are in eV/Å.

The value obtained for the LUMO energy is -1.8887 eV. As for the electronic energy: -25822.8839 eV.

# 3
This record from the OMol25 dataset describes a structure of composition C19H27AuBrFNSb. The level of theory is ωB97M-V with the def2-TZVPD basis set.

Structure (XYZ):
```
51
Properties=species:S:1:pos:R:3:forces:R:3
Au 0.4700 -0.2573 -0.4082 -0.26 -0.05 -0.28
C -3.0112 -4.5202 -1.1499 0.06 0.07 0.01
C -2.3990 -3.5645 -0.1618 -0.06 -0.07 -0.12
C -2.5073 -3.7350 1.2134 -0.02 -0.04 0.12
C -1.9324 -2.8262 2.0894 -0.07 -0.05 0.00
C -1.2397 -1.7642 1.5545 -0.03 0.10 -0.10
Br -0.4328 -0.4823 2.6713 0.06 -0.05 0.12
N -1.1046 -1.5809 0.2361 0.10 0.15 0.15
C -1.6795 -2.4648 -0.5991 0.02 0.11 -0.05
H -3.5739 -5.3011 -0.6439 0.00 0.01 0.01
H -2.2397 -4.9972 -1.7554 0.01 -0.01 0.03
H -3.6851 -3.9994 -1.8306 -0.01 0.00 0.03
H -3.0450 -4.5871 1.6117 -0.01 0.02 -0.02
H -2.0153 -2.9405 3.1605 0.00 -0.01 -0.01
H -1.5516 -2.2730 -1.6575 0.04 0.00 0.03
C -1.4543 3.9103 -3.3363 -0.13 0.06 0.00
C -2.3080 3.4464 -2.1644 0.24 -0.22 -0.04
Sb -1.2185 2.3483 -0.6742 0.09 -0.11 0.31
C -2.6222 2.0952 0.9208 0.06 -0.07 -0.22
C -3.7739 1.1578 0.5764 0.00 0.02 0.10
C 0.2389 3.7116 0.0943 -0.23 -0.09 -0.11
C -0.4368 5.0094 0.5397 0.14 0.01 0.03
H -2.0613 4.5300 -3.9975 0.02 0.01 0.00
H -1.0854 3.0713 -3.9256 0.00 -0.01 0.03
H -0.6052 4.5156 -3.0142 0.00 -0.02 0.01
H -3.1346 2.8077 -2.4686 -0.05 0.05 -0.03
H -2.7020 4.2762 -1.5713 -0.05 0.00 -0.04
H -2.9588 3.1198 1.1010 -0.05 -0.04 0.07
H -2.0476 1.7556 1.7802 -0.04 0.04 0.02
H -4.3543 1.5119 -0.2761 0.02 -0.01 0.00
H -4.4535 1.0970 1.4273 -0.01 -0.01 -0.03
H -3.4255 0.1458 0.3615 0.01 0.03 -0.01
H 0.9621 3.8683 -0.7042 -0.01 0.05 0.09
H 0.7299 3.1851 0.9130 0.05 0.06 0.00
H -0.9419 5.5199 -0.2814 0.00 -0.03 0.00
H 0.3292 5.6895 0.9167 -0.04 0.02 0.00
H -1.1511 4.8516 1.3480 0.00 -0.02 -0.03
F 2.8837 4.9970 -3.4795 0.01 -0.01 -0.01
C 2.7624 3.8149 -2.9157 0.02 0.01 -0.01
C 2.0031 2.8383 -3.5721 0.03 0.04 -0.01
C 1.8718 1.6137 -2.9810 0.08 -0.06 0.02
C 2.4959 1.3322 -1.7228 -0.09 0.03 0.02
C 2.4482 0.0239 -1.1564 0.26 0.03 -0.11
C 3.2430 2.3725 -1.0889 -0.04 -0.05 0.02
C 3.3964 3.5915 -1.6869 0.02 0.01 -0.03
H 1.5738 3.0616 -4.5396 0.00 0.02 0.02
H 1.3288 0.8226 -3.4852 0.01 0.01 0.03
H 3.1246 -0.1489 -0.3231 -0.05 -0.02 0.01
H 2.4287 -0.8009 -1.8728 -0.07 0.05 0.02
H 3.7336 2.1669 -0.1450 -0.03 -0.01 -0.03
H 4.0002 4.3750 -1.2480 -0.03 0.01 -0.02
```
Forces are in eV/Å.

The value obtained for the LUMO energy (spin up / spin down) is -5.5664 / -9.1443 eV. As for the electronic energy: -104603.7633 eV. As for the expectation value of S²: 2.028. As for the multiplicity: 3. As for the net charge: +2.

Question: Look up the electronic energy of the third one.
Answer: -104603.7633 eV

Question: Which of these has the lowest electronic energy?
Answer: C19H27AuBrFNSb

Question: Look up the electronic energy of the second one.
Answer: -25822.8839 eV